52
Properties=species:S:1:pos:R:3 method="wB97M-V/def2-TZVPD" orbital_gap_ev=5.970 largest_force_ev_per_a=2.8
P 1.947 -1.367 -0.671
P -1.143 -2.359 -0.117
C 1.561 -3.165 -0.455
C 0.117 -3.536 -0.836
H 1.796 -3.427 0.592
H 2.267 -3.684 -1.120
H -0.053 -3.538 -1.927
H -0.150 -4.525 -0.428
C -1.228 -3.115 1.553
H -1.994 -2.594 2.139
H -0.256 -3.051 2.061
H -1.515 -4.168 1.429
C -2.685 -2.976 -0.854
H -2.890 -3.993 -0.491
H -2.579 -2.971 -1.948
H -3.487 -2.294 -0.545
C 3.655 -1.269 -0.058
H 3.964 -0.217 -0.102
H 4.305 -1.882 -0.700
H 3.691 -1.630 0.981
C 2.131 -1.293 -2.465
H 1.186 -1.524 -2.966
H 2.893 -2.021 -2.755
H 2.461 -0.288 -2.736
Ba -2.260 4.066 -1.093
C -1.968 0.147 0.598
C -1.361 -0.080 1.788
C 0.125 -0.120 1.822
C 0.840 1.254 1.765
C 1.671 1.446 0.553
C 1.285 1.070 -0.697
C -0.114 0.597 -1.079
C -1.376 1.155 -0.369
C -0.096 5.228 -0.251
H -2.985 -0.170 0.350
H -1.926 -0.364 2.675
H 0.484 -0.715 0.946
H 0.467 -0.658 2.718
H 0.134 2.085 1.889
H 1.508 1.312 2.638
H 2.642 1.932 0.691
H 1.882 1.430 -1.557
H -0.181 -0.519 -0.987
H -0.225 0.745 -2.169
H -1.118 2.110 0.147
H -2.108 1.334 -1.184
H -0.086 6.238 -0.683
H 0.868 4.734 -0.446
H -0.237 5.332 0.841
Se -3.548 8.320 2.105
C -3.259 6.958 1.060
N -3.053 6.019 0.352

51
Properties=species:S:1:pos:R:3 method="wB97M-V/def2-TZVPD" multiplicity=5 orbital_gap_ev="4.085 / 4.055" largest_force_ev_per_a=4.1
P -0.258 -1.848 -1.099
P 0.310 1.966 -1.237
C -0.515 -0.594 -2.396
C 0.505 0.549 -2.414
H -1.556 -0.233 -2.372
H -0.420 -1.149 -3.343
H 1.535 0.168 -2.324
H 0.450 1.034 -3.404
C -0.965 2.998 -2.044
H -1.265 3.817 -1.378
H -1.854 2.423 -2.330
H -0.511 3.412 -2.950
C 1.770 2.980 -1.616
H 1.583 3.467 -2.580
H 2.671 2.363 -1.699
H 1.926 3.754 -0.856
C -1.516 -3.094 -1.498
H -1.589 -3.839 -0.697
H -1.244 -3.607 -2.432
H -2.500 -2.624 -1.635
C 1.340 -2.638 -1.385
H 2.145 -1.894 -1.461
H 1.311 -3.212 -2.326
H 1.586 -3.335 -0.573
Cr 1.354 -1.809 2.676
C -0.054 2.498 0.539
C -1.346 2.033 0.936
C -2.212 1.112 0.194
C -2.169 -0.296 0.783
C -0.926 -1.118 0.425
C 0.501 -0.799 0.640
C 1.460 0.353 0.743
C 1.064 1.710 1.369
C 1.299 -2.880 4.433
H 0.084 3.592 0.659
H -1.708 2.267 1.945
H -2.016 1.057 -0.896
H -3.260 1.463 0.281
H -2.200 -0.235 1.884
H -3.056 -0.886 0.493
H -1.103 -2.069 0.967
H 1.122 -1.785 0.865
H 1.952 0.547 -0.232
H 2.318 -0.027 1.352
H 0.721 1.514 2.399
H 1.976 2.320 1.459
H 1.863 -2.356 5.236
H 1.698 -3.894 4.278
H 0.235 -2.936 4.724
N -0.641 0.234 4.234
C 0.107 -0.476 3.662

53
Properties=species:S:1:pos:R:3 method="wB97M-V/def2-TZVPD" multiplicity=3 orbital_gap_ev="3.438 / 5.652" largest_force_ev_per_a=5.2
P 0.600 -2.330 2.123
P -0.084 2.015 1.759
C 0.382 -0.917 0.867
C 0.841 0.546 1.002
H -0.659 -1.004 0.463
H 1.079 -1.274 0.084
H 1.892 0.594 1.319
H 0.876 0.895 -0.057
C -1.390 2.986 0.891
H -1.825 3.714 1.593
H -2.189 2.311 0.536
H -0.976 3.545 0.034
C 1.201 3.294 1.858
H 1.095 4.009 1.026
H 2.191 2.832 1.799
H 1.105 3.838 2.809
C -0.658 -3.431 1.452
H -0.774 -4.243 2.176
H -0.333 -3.818 0.474
H -1.612 -2.907 1.300
C 2.162 -3.071 1.677
H 2.967 -2.328 1.627
H 2.078 -3.559 0.696
H 2.403 -3.826 2.430
Ni -0.310 0.264 -1.665
C 0.194 1.772 -2.481
C -1.220 1.698 -2.325
C -2.168 0.889 -3.137
C -1.742 -0.585 -3.439
C -0.913 -1.283 -2.385
C 0.524 -1.288 -2.279
C 1.393 -0.481 -3.190
C 0.956 0.997 -3.543
C 0.359 -2.030 3.838
H 0.729 2.566 -1.933
H -1.713 2.429 -1.661
H -2.393 1.348 -4.104
H -3.151 0.868 -2.645
H -2.701 -1.110 -3.564
H -1.279 -0.628 -4.425
H -1.458 -2.039 -1.807
H 0.994 -2.124 -1.725
H 1.635 -1.013 -4.125
H 2.367 -0.385 -2.712
H 1.883 1.543 -3.745
H 0.422 0.968 -4.499
H 1.031 -1.231 4.190
H 0.565 -2.984 4.353
H -0.695 -1.758 4.001
F -1.501 2.530 4.030
C -0.766 1.552 3.423
F 0.197 1.171 4.339
F -1.612 0.473 3.273

57
Properties=species:S:1:pos:R:3 method="wB97M-V/def2-TZVPD" orbital_gap_ev=10.017 largest_force_ev_per_a=8.8
C 1.039 3.745 3.182
C -0.327 2.818 2.992
O -1.063 2.338 4.007
O -0.739 2.540 1.605
C -1.944 3.317 1.232
C -2.528 2.627 -0.164
C -3.152 1.154 0.309
C -2.761 0.060 -0.884
C -2.392 -1.433 -0.312
Si -0.553 -1.601 0.321
C 0.514 -0.540 -0.924
C 2.091 -0.408 -0.498
C 2.974 -0.966 -1.787
C 3.307 0.176 -2.914
O 2.538 1.424 -2.787
C 1.727 1.688 -4.010
C 0.081 1.669 -3.803
O 2.338 1.931 -5.179
C -0.147 -3.495 0.257
C 1.452 -3.845 0.167
C 2.280 -3.555 1.580
O 3.613 -3.474 1.499
O 1.645 -3.387 2.900
O -0.286 -0.922 1.919
Si -1.444 -1.511 3.102
I -0.588 -1.640 5.429
H 1.552 3.872 2.115
H 1.750 3.144 3.901
H 0.716 4.786 3.626
H -2.798 3.155 2.041
H -1.713 4.459 1.035
H -3.399 3.250 -0.657
H -1.614 2.527 -0.887
H -4.333 1.322 0.326
H -2.777 0.813 1.364
H -3.765 -0.068 -1.515
H -1.974 0.505 -1.641
H -2.457 -2.170 -1.250
H -3.189 -1.821 0.451
H 0.060 0.562 -0.859
H 0.339 -0.889 -2.045
H 2.369 -0.976 0.512
H 2.355 0.735 -0.276
H 3.905 -1.540 -1.370
H 2.306 -1.789 -2.336
H 3.043 -0.297 -3.976
H 4.486 0.340 -2.939
H -0.198 2.209 -2.798
H -0.374 0.578 -3.808
H -0.385 2.274 -4.690
H -0.604 -4.114 1.156
H -0.672 -3.919 -0.728
H 1.992 -3.381 -0.781
H 1.526 -5.026 0.010
H 0.814 -3.958 2.965
H -2.093 -2.780 2.683
H -2.543 -0.512 3.130

52
Properties=species:S:1:pos:R:3 method="wB97M-V/def2-TZVPD" orbital_gap_ev=5.740 largest_force_ev_per_a=1.6
C -0.973 1.426 2.153
C -0.573 2.216 1.077
N -1.307 2.509 0.008
C -2.530 1.967 0.016
C -3.085 1.145 1.006
P -4.881 0.453 0.905
O -5.232 1.250 2.438
C -6.222 2.202 2.077
C -7.207 1.384 1.138
O -6.613 0.164 0.788
C -2.261 0.865 2.111
H -0.332 1.226 3.004
H 0.429 2.647 1.116
H -3.168 2.203 -0.834
H -4.591 -0.698 1.724
H -4.577 -0.361 -0.261
H -5.141 1.612 0.088
H -5.734 3.076 1.620
H -6.693 2.584 2.992
H -8.126 1.294 1.722
H -7.389 2.065 0.294
H -2.625 0.225 2.904
C 6.130 -1.142 -0.518
C 5.227 -1.657 -1.642
C 4.171 -0.668 -2.126
N 2.843 -0.636 -1.380
C 3.003 -0.895 0.099
C 1.669 -1.010 0.811
C 0.785 -2.074 0.180
C 0.596 -1.781 -1.298
C 1.928 -1.661 -2.014
C 2.277 0.743 -1.587
H 5.650 -1.170 0.459
H 7.026 -1.757 -0.445
H 6.446 -0.115 -0.707
H 4.787 -2.622 -1.380
H 5.874 -1.849 -2.500
H 3.908 -0.894 -3.159
H 4.576 0.343 -2.108
H 3.537 -1.836 0.209
H 3.600 -0.080 0.503
H 1.857 -1.265 1.854
H 1.149 -0.048 0.820
H -0.181 -2.110 0.681
H 1.247 -3.060 0.309
H 0.011 -0.866 -1.422
H 0.014 -2.575 -1.767
H 1.781 -1.356 -3.050
H 2.466 -2.610 -1.997
H 2.188 0.914 -2.657
H 2.962 1.460 -1.141
H 1.303 0.825 -1.115

78
Properties=species:S:1:pos:R:3 method="wB97M-V/def2-TZVPD" charge=+3 orbital_gap_ev=1.165 largest_force_ev_per_a=5.8
C -2.923 3.791 -0.471
C -3.233 2.313 -0.920
O -3.633 1.635 0.265
C -2.983 0.364 0.384
C -1.599 0.673 1.029
C -0.595 -0.526 1.143
C -1.427 -1.823 1.206
N -2.130 -2.689 1.142
C 0.140 -0.435 2.547
C -0.807 -1.030 3.585
N -1.503 -1.540 4.297
C 0.374 -0.716 -0.087
C 0.972 0.604 -0.699
C 0.397 0.733 -2.160
S 1.568 1.540 -3.285
O 1.970 2.832 -2.787
O 2.636 0.654 -3.592
O 0.729 1.784 -4.672
H -2.219 4.326 -1.187
H -3.882 4.337 -0.333
H -2.486 3.717 0.548
H -4.027 2.372 -1.696
H -2.339 1.798 -1.329
H -3.626 -0.222 1.073
H -2.896 -0.132 -0.610
H -1.823 0.995 2.082
H -1.191 1.567 0.518
H 1.048 -1.075 2.589
H 0.320 0.657 2.882
H 1.241 -1.313 0.285
H -0.142 -1.361 -0.817
H 0.789 1.527 -0.099
H 2.085 0.512 -0.851
H 0.149 -0.256 -2.598
H -0.546 1.324 -2.187
H -0.204 1.906 -4.414
Li 2.778 1.895 0.591
F 5.079 3.919 -2.954
P 6.011 4.257 -1.675
F 6.959 5.419 -1.054
F 5.686 3.816 -0.144
F 6.356 2.675 -1.604
F 4.788 5.314 -1.543
F 7.238 4.394 -2.713
Be -0.212 1.739 4.011
O -0.449 4.823 -1.437
H -0.066 4.297 -2.156
C -5.358 -7.571 0.140
O -5.197 -6.203 -0.212
C -4.108 -5.598 0.429
C -2.890 -5.512 -0.509
O -2.400 -6.790 -0.825
C -2.830 -7.249 -2.099
H -6.021 -8.030 -0.590
H -4.402 -8.105 0.137
H -5.815 -7.644 1.132
H -3.853 -6.119 1.355
H -4.410 -4.577 0.686
H -2.089 -4.980 0.011
H -3.132 -4.953 -1.417
H -2.241 -6.761 -2.883
H -3.894 -7.049 -2.263
H -2.659 -8.322 -2.144
B 4.967 -1.619 -1.110
F 4.238 -2.675 -0.587
F 5.661 -0.946 0.003
F 5.924 -2.098 -2.041
F 4.127 -0.707 -1.707
K 8.420 4.095 -0.082
C -0.093 6.596 4.971
N 0.398 5.189 5.022
O -0.054 4.395 4.187
O 1.202 4.914 5.868
H -0.809 6.688 4.161
H -0.562 6.811 5.929
H 0.769 7.236 4.802
Cl 8.208 -2.306 -2.092
Al 6.532 -1.501 1.626

66
Properties=species:S:1:pos:R:3 method="wB97M-V/def2-TZVPD" charge=-1 orbital_gap_ev=1.526 largest_force_ev_per_a=9.5
C 3.034 -0.169 3.225
C 2.658 0.763 1.947
S 1.431 2.129 2.385
C 0.127 1.480 3.548
N -1.277 1.704 3.090
C -1.838 0.527 2.344
O -0.942 0.178 1.231
C -0.615 -1.230 1.217
N 0.035 -2.293 1.319
C -2.270 -0.705 3.280
O -1.566 -1.224 4.289
O -3.530 -1.265 3.040
H 2.152 -0.909 3.411
H 3.955 -0.804 2.926
H 3.225 0.470 4.156
H 3.598 1.299 1.512
H 2.209 0.088 1.097
H 0.246 2.082 4.554
H 0.392 0.389 3.806
H -1.885 1.932 3.911
H -2.821 0.915 1.852
C -2.745 -1.227 -3.166
C -2.578 -0.308 -4.376
C -2.563 1.130 -3.862
S -1.929 1.059 -2.194
O -2.979 1.456 -1.284
O -0.607 1.655 -2.159
C -1.762 -0.716 -2.122
H -2.553 -2.272 -3.421
H -3.769 -1.153 -2.786
H -1.630 -0.530 -4.874
H -3.375 -0.455 -5.108
H -1.917 1.767 -4.468
H -3.573 1.551 -3.823
H -1.982 -1.071 -1.114
H -0.733 -0.966 -2.393
C 2.142 -3.355 6.476
C 3.065 -2.172 6.468
O 3.337 -1.597 5.429
C 3.638 -1.726 7.784
H 1.807 -3.559 5.451
H 2.668 -4.234 6.854
H 1.267 -3.140 7.094
H 4.232 -2.531 8.223
H 2.832 -1.437 8.462
H 4.286 -0.861 7.622
Al 3.759 0.093 -0.454
F -5.463 0.911 -4.143
Cl 0.308 3.219 6.123
F 5.627 0.041 -2.493
C 1.447 0.096 -7.400
C 0.143 0.836 -7.145
C 0.254 2.302 -7.535
O -0.195 0.738 -5.764
H 2.262 0.523 -6.805
H 1.357 -0.953 -7.104
H 1.726 0.139 -8.456
H -0.664 0.365 -7.713
H 1.027 2.806 -6.945
H -0.686 2.824 -7.336
H 0.497 2.412 -8.595
H 0.514 1.153 -5.252
Ca 0.899 -2.570 3.592
Br -2.377 -0.538 5.793
O -6.117 2.486 -1.476
H -5.192 2.443 -1.694

83
Properties=species:S:1:pos:R:3 method="wB97M-V/def2-TZVPD" charge=+1 orbital_gap_ev=10.927 largest_force_ev_per_a=3.9
Mg -0.782 0.063 2.086
Mg 0.399 -0.279 -2.093
C 2.120 -2.210 3.444
F 1.226 -3.023 4.034
F 3.314 -2.551 3.860
F 1.994 -2.347 2.135
S 1.776 -0.445 3.930
O 2.292 -0.202 5.211
O 2.374 0.365 2.913
N 0.105 -0.300 3.760
S -0.593 -0.606 5.217
O -1.949 -1.013 4.944
O 0.142 -1.438 6.071
C -0.788 1.048 6.017
F -1.539 1.831 5.239
F -1.332 0.864 7.184
F 0.401 1.645 6.189
C 3.146 2.665 -1.602
F 3.983 1.825 -2.181
F 2.923 2.213 -0.336
F 3.604 3.878 -1.549
S 1.479 2.690 -2.464
O 0.506 2.803 -1.428
O 1.556 3.723 -3.429
N 1.310 1.162 -3.067
S 2.073 0.936 -4.491
O 3.242 1.700 -4.688
O 2.150 -0.485 -4.670
C 0.837 1.533 -5.782
F 0.033 2.471 -5.269
F 1.497 2.041 -6.796
F 0.092 0.505 -6.197
B 0.092 -0.228 0.044
H 0.759 -0.373 1.017
H 0.381 0.756 -0.541
H 0.095 -1.224 -0.589
H -1.043 -0.113 0.352
C -1.380 -3.176 1.866
O -1.820 -1.804 1.831
C -3.165 -1.661 2.269
C -3.607 -0.327 1.731
O -2.622 0.646 2.171
C -2.909 2.009 1.815
C -1.654 2.828 2.100
O -0.468 2.052 1.939
C 0.691 2.851 2.219
H -1.140 -3.476 2.886
H -0.519 -3.311 1.214
H -2.165 -3.821 1.465
H -3.311 -1.773 3.341
H -3.836 -2.381 1.781
H -4.594 0.007 2.052
H -3.558 -0.293 0.636
H -3.701 2.360 2.483
H -3.291 2.046 0.791
H -1.715 3.241 3.114
H -1.676 3.731 1.477
H 0.642 3.828 1.737
H 1.548 2.294 1.869
H 0.803 3.025 3.294
C -2.338 1.208 -2.472
O -1.383 0.231 -2.897
C -1.921 -0.761 -3.804
C -0.855 -1.774 -4.192
O 0.040 -1.939 -3.081
C 1.070 -2.938 -3.293
C 2.136 -2.766 -2.209
O 2.212 -1.409 -1.825
C 3.258 -1.157 -0.880
H -3.010 0.806 -1.708
H -2.866 1.650 -3.317
H -1.767 2.009 -2.001
H -2.284 -0.217 -4.679
H -2.790 -1.232 -3.334
H -0.289 -1.465 -5.075
H -1.314 -2.730 -4.462
H 1.560 -2.637 -4.223
H 0.620 -3.924 -3.336
H 3.092 -3.144 -2.584
H 1.918 -3.399 -1.331
H 4.244 -1.285 -1.319
H 3.075 -1.776 -0.001
H 3.161 -0.131 -0.535